No. 1
Computed, not measured: an isolated molecule of C2H4N6, with the ωB97M-V functional and the def2-TZVPD basis.

XYZ file:
```
12
Properties=species:S:1:pos:R:3:forces:R:3
H -3.211 0.339 0.447 2.1 -1.8 -1.1
N -2.396 -0.340 0.142 0.0 2.5 0.4
C -1.335 0.388 -0.076 -2.9 1.7 1.3
N -0.113 -0.083 -0.301 3.7 -2.7 -0.1
N 0.241 -1.477 -0.296 -2.5 0.2 -0.1
N 1.523 -1.620 0.011 0.2 -1.0 1.3
N 2.164 -0.546 0.259 -3.7 -0.4 -1.9
C 1.159 0.497 -0.059 0.1 -1.8 0.7
N 1.409 1.686 -0.125 2.5 3.3 0.3
H 2.450 1.763 0.113 -1.9 0.3 -0.4
H -1.287 1.524 -0.033 -0.2 -1.3 0.0
H -0.604 -2.131 -0.083 2.6 1.1 -0.3
```
Forces are in eV/Å.

2S+1: 1
ΔE to the lowest compared entry with this formula, charge and spin: 2.352 eV



No. 2
Computed, not measured: a structure of composition C13H10N2O5Sr, with the ωB97M-V functional and the def2-TZVPD basis.

XYZ file:
```
31
Properties=species:S:1:pos:R:3:forces:R:3
Sr -0.789 -3.144 -0.697 0.2 -0.3 0.2
O 3.496 1.686 1.281 0.0 0.0 0.0
C 2.441 2.009 0.717 0.0 -0.1 -0.1
O 1.724 3.025 0.801 0.0 0.0 0.0
C 1.886 0.952 -0.268 0.0 0.0 0.0
C 2.603 -0.124 -0.638 0.1 0.0 0.0
C 2.040 -1.164 -1.467 -0.1 0.0 0.0
N 0.792 -1.296 -1.785 0.2 0.2 -0.1
C -0.055 -0.236 -1.236 0.0 0.0 0.1
C 0.541 1.108 -0.895 0.0 0.0 0.0
C -2.166 -0.766 -0.797 0.2 0.1 0.1
O -2.835 0.354 -0.277 0.0 0.0 0.0
O -2.720 -1.938 -0.858 -0.3 0.0 -0.1
H 3.614 -0.227 -0.263 0.0 0.0 0.0
H 2.709 -1.955 -1.806 0.0 0.0 0.0
H 0.662 1.695 -1.815 0.0 0.0 0.0
O -0.374 -2.617 1.830 -0.2 0.2 0.3
C -0.614 -1.264 2.358 0.0 0.0 -0.1
C -0.626 -0.279 1.221 0.0 0.0 0.1
C -0.631 1.049 1.264 0.0 0.0 0.0
C -0.661 1.699 -0.095 0.1 0.0 0.0
C -1.885 1.229 -0.969 0.0 -0.1 0.1
C -1.401 0.049 -1.861 -0.2 0.2 -0.1
N -0.731 -0.862 -0.048 -0.1 -0.2 -0.3
H -0.505 -3.193 2.592 0.1 -0.1 -0.1
H 0.173 -1.030 3.076 0.0 0.0 0.0
H -1.581 -1.273 2.865 0.0 0.0 0.0
H -0.503 1.637 2.161 0.0 0.0 0.0
H -0.593 2.777 -0.021 0.0 0.0 0.0
H -2.416 2.051 -1.440 0.0 0.0 0.0
H -1.596 0.050 -2.929 0.0 0.0 0.0
```
Forces are in eV/Å.

2S+1: 1
ΔE to the lowest compared entry with this formula, charge and spin: 2.308 eV



No. 3
Computed, not measured: a structure of composition C35H34CaClN5O9P2S3, with the ωB97M-V functional and the def2-TZVPD basis.

XYZ file:
```
90
Properties=species:S:1:pos:R:3:forces:R:3
Ca -0.272 0.606 0.033 0.3 -0.2 0.4
C 1.349 -4.007 -1.118 0.1 -0.1 0.0
C 1.354 -2.614 -0.536 0.2 0.0 0.0
N 0.406 -1.780 -0.774 -0.1 -0.1 -0.1
N -0.512 -2.252 -1.725 0.2 -0.1 -0.1
C -1.744 -2.006 -1.520 -0.2 0.0 -0.1
S -2.567 -1.186 -0.259 -0.1 0.1 -0.1
S -2.903 -2.580 -2.785 0.0 0.0 0.1
C -1.859 -3.522 -3.945 0.0 0.0 0.1
C -1.790 -2.859 -5.286 0.0 0.0 0.0
C -2.538 -3.304 -6.373 0.0 0.0 0.1
C -2.484 -2.631 -7.587 0.0 0.1 0.0
C -1.685 -1.503 -7.726 0.0 -0.1 0.0
C -0.932 -1.054 -6.646 0.0 0.1 -0.1
C -0.983 -1.735 -5.440 0.1 0.1 -0.1
C 2.545 -2.237 0.257 -0.2 0.2 0.1
C 3.099 -3.210 1.101 -0.1 0.0 0.0
C 4.226 -2.998 1.862 0.0 0.0 0.0
C 4.866 -1.759 1.739 0.1 0.0 0.1
C 4.359 -0.783 0.932 -0.3 0.1 0.0
C 3.099 -0.912 0.252 0.8 -0.9 -0.4
O 1.980 0.314 1.038 -0.8 0.4 0.3
H 0.358 -4.314 -1.435 0.0 0.0 0.0
H 1.745 -4.729 -0.407 0.0 0.0 0.0
H 2.019 -4.020 -1.982 0.0 0.0 0.0
H -2.245 -4.540 -4.014 0.0 0.0 0.0
H -0.874 -3.533 -3.472 0.0 0.0 0.0
H -3.171 -4.177 -6.260 0.0 0.0 0.0
H -3.073 -2.986 -8.425 0.0 0.0 0.0
H -1.645 -0.979 -8.674 0.0 0.0 0.0
H -0.297 -0.176 -6.705 -0.1 -0.1 0.0
H -0.374 -1.373 -4.615 0.0 0.0 0.0
H 2.606 -4.172 1.176 0.0 0.0 0.0
H 4.617 -3.773 2.508 0.0 0.0 0.0
H 5.788 -1.571 2.281 0.0 0.0 0.0
H 4.859 0.178 0.863 0.0 -0.1 0.0
Cl -1.412 3.796 7.085 0.0 0.0 0.0
C -1.081 3.334 5.421 0.0 0.0 0.0
C -0.887 4.332 4.453 0.0 0.0 0.0
C -0.626 3.994 3.155 0.0 0.0 0.0
C -0.542 2.624 2.720 0.0 0.0 0.0
O -0.296 2.337 1.521 0.0 0.3 -0.1
C -0.749 1.639 3.740 0.0 0.0 0.1
C -0.676 0.221 3.460 0.1 -0.1 0.1
O -0.489 -0.327 2.391 -0.3 0.0 -0.1
C -1.008 2.015 5.066 0.0 0.0 0.0
H -0.946 5.373 4.748 0.0 0.0 0.0
H -0.476 4.753 2.397 0.0 0.0 0.0
H -0.790 -0.413 4.367 0.0 0.0 0.0
H -1.150 1.241 5.813 0.0 0.0 0.0
N -2.313 0.865 -3.353 -0.1 -0.1 0.0
C -1.559 2.171 -3.511 0.0 0.0 -0.1
C -1.994 2.870 -4.783 0.0 0.0 0.0
P -1.819 3.103 -1.943 -0.1 -0.2 -0.1
O -3.265 3.843 -2.144 0.0 -0.1 0.0
O -0.750 4.128 -1.855 0.0 0.1 0.1
O -2.044 2.013 -0.935 0.0 0.2 0.3
P 0.229 1.589 -3.542 -0.3 0.0 -0.1
O 1.066 2.932 -3.386 0.0 -0.1 -0.1
O 0.476 0.972 -4.873 0.0 0.0 0.1
O 0.228 0.731 -2.310 0.2 0.0 0.0
H -3.301 0.955 -3.587 0.0 0.0 0.0
H -2.259 0.567 -2.359 0.0 0.0 0.0
H -1.911 0.119 -3.931 0.0 0.0 0.0
H -3.062 3.103 -4.769 0.0 0.0 0.0
H -1.750 2.259 -5.655 0.0 0.0 0.0
H -1.448 3.809 -4.869 0.0 0.0 0.0
H -3.837 3.503 -1.445 0.0 0.0 0.0
H 0.662 3.478 -2.668 0.0 0.1 0.0
S 5.800 2.400 -2.590 0.1 0.0 0.2
C 4.505 1.809 -1.531 -0.1 0.0 -0.1
C 4.068 0.557 -1.669 0.0 -0.1 -0.1
C 2.869 0.073 -0.917 -0.2 0.4 0.1
N 2.198 1.119 -0.114 0.4 -0.2 -0.1
C 2.859 2.306 0.160 -0.1 0.0 -0.1
C 3.908 2.724 -0.558 0.1 0.1 -0.1
C 7.114 2.631 -1.441 0.0 0.1 -0.1
C 7.107 2.130 -0.144 0.0 0.0 0.0
C 8.207 2.360 0.667 0.0 0.0 0.0
N 9.294 3.031 0.290 0.1 0.0 0.0
C 9.290 3.504 -0.957 0.0 0.0 0.0
C 8.245 3.340 -1.846 0.0 0.0 0.0
H 4.554 -0.132 -2.349 0.0 0.0 0.0
H 2.150 -0.335 -1.625 0.0 0.0 0.0
H 2.391 2.888 0.943 0.0 0.0 0.0
H 4.327 3.711 -0.417 0.0 0.0 0.0
H 6.263 1.563 0.221 0.0 0.0 0.0
H 8.210 1.976 1.681 0.0 0.0 0.0
H 10.177 4.050 -1.264 0.0 0.0 0.0
H 8.303 3.760 -2.843 0.0 0.0 0.0
```
Forces are in eV/Å.

2S+1: 1
ΔE to the lowest compared entry with this formula, charge and spin: 2.660 eV
charge: -2



No. 4
Computed, not measured: an isolated molecule of C6H10NO2P, with the ωB97M-V functional and the def2-TZVPD basis.

XYZ file:
```
20
Properties=species:S:1:pos:R:3:forces:R:3
H -5.664 0.396 -0.881 -3.1 0.3 -1.1
N -4.756 0.250 -0.625 0.9 -1.9 0.5
P -4.409 -0.988 0.234 1.9 1.9 -0.3
O -2.780 -0.517 0.512 -0.8 -1.6 0.1
C -2.362 0.749 0.135 -0.3 -0.4 0.3
O -3.120 1.645 0.255 0.6 2.2 0.5
C -0.971 0.801 -0.312 0.5 1.4 0.0
C -0.225 -0.273 -0.166 0.8 -1.7 -1.1
C 1.295 -0.331 -0.533 -3.5 2.9 3.0
C 2.117 -0.209 0.766 0.5 -0.6 -4.5
C 3.536 -0.201 0.298 3.7 0.7 -1.2
H -0.509 1.788 -0.622 -0.9 -1.2 0.5
H -0.792 -1.249 0.027 1.2 1.5 0.2
H 1.519 0.506 -1.179 0.1 -0.1 -0.5
H 1.286 -1.255 -0.945 1.3 -2.8 -1.7
H 1.983 -1.107 1.244 -0.7 -1.7 2.0
H 1.865 0.645 1.283 -0.7 1.6 1.3
H 3.865 -0.189 -0.857 -1.6 0.1 2.3
H 3.998 -1.127 0.643 0.4 0.2 0.1
H 4.126 0.666 0.722 -0.5 -1.0 -0.3
```
Forces are in eV/Å.

2S+1: 1
ΔE to the lowest compared entry with this formula, charge and spin: 2.186 eV



Please write out number 1 again, unchanged.
Computed, not measured: an isolated molecule of C2H4N6, with the ωB97M-V functional and the def2-TZVPD basis.

XYZ file:
```
12
Properties=species:S:1:pos:R:3:forces:R:3
H -3.211 0.339 0.447 2.1 -1.8 -1.1
N -2.396 -0.340 0.142 0.0 2.5 0.4
C -1.335 0.388 -0.076 -2.9 1.7 1.3
N -0.113 -0.083 -0.301 3.7 -2.7 -0.1
N 0.241 -1.477 -0.296 -2.5 0.2 -0.1
N 1.523 -1.620 0.011 0.2 -1.0 1.3
N 2.164 -0.546 0.259 -3.7 -0.4 -1.9
C 1.159 0.497 -0.059 0.1 -1.8 0.7
N 1.409 1.686 -0.125 2.5 3.3 0.3
H 2.450 1.763 0.113 -1.9 0.3 -0.4
H -1.287 1.524 -0.033 -0.2 -1.3 0.0
H -0.604 -2.131 -0.083 2.6 1.1 -0.3
```
Forces are in eV/Å.

2S+1: 1
ΔE to the lowest compared entry with this formula, charge and spin: 2.352 eV



Q: The lowest ΔE to the lowest compared entry with this formula, charge and spin belongs to which entry?
A: C6H10NO2P



Q: Look up the ΔE to the lowest compared entry with this formula, charge and spin of the second one.
A: 2.308 eV